1.
The following is a DFT calculation (ωB97M-V with the def2-TZVPD basis set) of a cluster of 27 separate species, C9H70NO27 in total.

Properties
Molar mass   624.6 g/mol
Maximum force   1.7 eV/Å
Frontier orbital gap   4.4 eV
Net charge   -1
E_LUMO   0.608 eV
Energy above the lowest of the compared OMol25 structures with the same formula, charge and spin   87.4 kcal per mole

Element x y z (Å)
C: -2.20494 1.08083 -0.42527
C: -0.67046 1.40576 -0.48455
C: -0.14868 1.73599 0.94852
C: -0.01491 0.53581 1.83801
C: 0.97638 -0.45526 1.18895
C: 0.57362 -0.81663 -0.26817
N: 0.18294 0.38082 -1.00552
O: 0.38434 0.35570 -2.40459
C: -0.57278 -1.84049 -0.17207
C: 1.72189 -1.58853 -0.89844
C: -0.46068 2.76838 -1.18777
H: -2.39436 0.33110 -1.19100
H: -2.80050 1.95562 -0.67017
H: -2.44696 0.68828 0.56332
H: -0.82837 2.45508 1.41907
H: 0.82697 2.21767 0.84679
H: -0.93899 -0.03921 1.94962
H: 0.35272 0.75704 2.84169
H: 0.98367 -1.33889 1.83343
H: 1.99499 -0.05562 1.18305
H: -1.47084 -1.55392 0.38552
H: -0.24681 -2.75006 0.33618
H: -0.93216 -2.11916 -1.16564
H: 1.46062 -2.02394 -1.85913
H: 1.99721 -2.42863 -0.25625
H: 2.64453 -1.02774 -1.05863
H: -1.08909 3.54098 -0.73786
H: -0.85065 2.68093 -2.20820
H: 0.58307 3.07411 -1.23196
O: 1.71796 -2.17305 -4.52762
H: 0.97812 -1.74074 -4.07480
H: 2.33617 -1.45683 -4.70655
O: 3.11087 1.71447 -0.90701
H: 2.53150 1.74852 -0.14059
H: 2.62596 1.16437 -1.53500
O: -0.43303 -5.48047 0.63789
H: -0.97226 -4.76821 1.01057
H: -0.58797 -5.42618 -0.31025
O: -0.51044 1.67078 -4.75748
H: -0.44333 2.61804 -4.56360
H: -0.17049 1.23181 -3.95281
O: -4.47335 -1.80711 2.12940
H: -5.37060 -1.91229 1.79590
H: -4.40965 -0.88553 2.41972
O: 4.94904 -2.67783 -1.86377
H: 5.04365 -1.74898 -2.17427
H: 4.41769 -3.10902 -2.54639
O: -1.97685 2.53939 4.35952
H: -2.63867 2.71266 5.04735
H: -2.11661 3.23579 3.70260
O: -5.20890 0.97428 -1.29616
H: -5.50386 1.02750 -0.38320
H: -5.66697 1.69815 -1.74311
O: 3.96157 -5.15623 -0.53272
H: 3.60172 -4.37094 -0.96274
H: 4.71406 -5.40250 -1.07688
O: 1.61341 4.52729 4.07592
H: 0.86629 3.99028 4.35746
H: 1.89638 4.13756 3.23639
O: -3.20920 1.06978 -3.65359
H: -2.34343 1.25564 -3.26984
H: -3.79714 0.90686 -2.90268
O: 5.14503 -0.23016 0.10332
H: 4.96331 0.05002 -0.80828
H: 4.53037 -0.95351 0.26195
O: -1.10263 -1.78755 -3.81556
H: -1.25142 -1.45269 -4.70763
H: -0.64370 -1.05082 -3.34830
O: -1.64793 -1.63100 3.87753
H: -1.59638 -2.09688 4.72125
H: -2.43772 -1.07733 3.95224
O: 2.68432 0.57200 -4.36373
H: 2.13886 0.52225 -3.54936
H: 2.34824 1.34702 -4.82819
O: -3.86098 4.07068 -1.35040
H: -4.23040 4.78328 -0.81689
H: -3.44374 3.47866 -0.71447
O: 0.09914 4.48509 -4.66044
H: -0.15316 4.86485 -3.81020
H: -0.26549 5.08844 -5.31687
O: -3.88940 0.60728 3.63406
H: -4.41849 1.19690 3.08661
H: -3.22423 1.19198 4.05020
O: -2.40291 -3.69882 2.16858
H: -3.13846 -3.08217 2.03812
H: -1.68939 -3.12864 2.48449
O: 4.93814 -0.03677 -2.72727
H: 4.21951 -0.00929 -3.38079
H: 5.54096 0.66613 -2.99085
O: 3.52522 4.60045 1.81128
H: 3.68371 5.24121 2.51579
H: 3.04523 5.09292 1.13645
O: -0.10552 -0.40223 6.21487
H: -0.43352 -0.62122 5.33028
H: 0.79760 -0.75502 6.22865
O: 2.14868 -4.37947 -2.92064
H: 1.34524 -4.76926 -2.56300
H: 1.85787 -3.55358 -3.36393
O: 0.16842 2.47908 6.16889
H: -0.46844 2.75490 5.49074
H: 0.08897 1.50574 6.20684
O: -2.95366 -3.45349 -2.61992
H: -3.61371 -2.90776 -2.18330
H: -2.28142 -2.81610 -2.94457
O: 1.85497 -2.62152 5.87354
H: 1.45136 -2.77005 5.00834
H: 1.53413 -3.34687 6.42000

Forces on atoms 1 to 3 (eV/Å):
1.15 -0.16 -0.35
0.49 0.99 1.35
-0.61 -0.16 0.18

2.
The following is a DFT calculation (ωB97M-V with the def2-TZVPD basis set) of an isolated molecule of C9H7BrClNO3.

Properties
Molar mass   292.5 g/mol
Maximum force   3.4 eV/Å
Frontier orbital gap (spin up / spin down)   7.6 / 6.9 eV
E_LUMO (spin up / spin down)   -0.668 / -0.532 eV
Energy above the lowest of the compared OMol25 structures with the same formula, charge and spin   40.1 kcal per mole

Element x y z (Å)
C: -0.75309 1.45080 1.02101
C: -0.68629 0.17164 0.61926
C: 0.47292 -0.48851 -0.09726
C: 1.12775 -2.93237 -0.37688
C: 1.39892 -0.04292 -2.32415
C: 0.33058 2.47448 0.73179
C: 0.59470 -1.90968 0.30357
C: 1.59201 1.83246 0.41087
C: -2.56281 -1.27479 0.01543
N: 0.65158 -0.27563 -1.41539
O: 1.44899 -3.97405 -0.73027
O: 1.81794 0.13048 -3.38842
O: -1.70713 -0.74016 0.98220
Cl: 2.44951 2.20634 -1.02577
Br: 2.81320 1.53128 1.90020
H: -1.69474 1.83909 1.33785
H: 0.09163 3.04184 -0.13816
H: 0.48060 3.15591 1.52472
H: 0.42726 -2.02816 1.35528
H: -3.10766 -0.40142 -0.42750
H: -3.19354 -1.95185 0.47042
H: -1.99235 -1.81478 -0.74881

Forces on atoms 1 to 3 (eV/Å):
0.28 -0.46 -1.15
-0.32 -0.47 -0.11
-1.10 -1.03 1.04

3.
The following is a DFT calculation (ωB97M-V with the def2-TZVPD basis set) of a structure of composition C9H7Cl5N3O4Os.

Properties
Molar mass   588.7 g/mol
Maximum force   2.4 eV/Å
Frontier orbital gap (spin up / spin down)   6.2 / 6.9 eV
Net charge   +1
E_LUMO (spin up / spin down)   -4.981 / -5.011 eV
Energy above the lowest of the compared OMol25 structures with the same formula, charge and spin   119.5 kcal per mole

Element x y z (Å)
Os: -0.05575 1.47701 -0.74938
N: 0.70072 -0.49914 1.98200
N: -0.29740 -1.12519 1.16714
C: 0.24849 -1.06033 -1.15613
O: -0.58281 -1.93682 -1.81624
O: 0.98697 -0.27062 -1.74257
H: 1.33157 -1.23066 2.29988
H: 0.22297 -0.08357 2.77620
H: -1.05614 -1.55615 1.70793
N: 1.92252 1.82290 -0.22646
C: 2.17933 3.29119 -0.17971
C: 0.90924 4.09141 -0.36270
O: 0.85813 5.26566 -0.18514
O: -0.19088 3.38078 -0.77355
H: 2.15985 1.40006 0.66396
H: 2.47985 1.34624 -0.93186
H: 2.90003 3.57539 -0.94348
H: 2.58785 3.56588 0.79031
Cl: -2.45952 1.06839 -1.14226
C: -2.11624 -0.34786 -0.22380
C: -0.80181 -0.21569 0.11012
C: 0.32414 -2.05677 0.11954
Cl: 1.72563 -2.89072 0.62562
C: -0.80773 -2.80832 -0.69179
Cl: -0.38200 -4.42847 -1.13370
C: -2.23915 -2.70913 -0.12755
Cl: -3.02563 -4.14391 0.35860
C: -2.91250 -1.53138 -0.14081
Cl: -4.60972 -1.39017 -0.07418

Forces on atoms 1 to 3 (eV/Å):
0.52 -1.73 -0.77
-0.04 -0.05 -0.06
0.86 -0.48 -0.75

4.
The following is a DFT calculation (ωB97M-V with the def2-TZVPD basis set) of a structure of composition C9H7DyN2O5.

Properties
Molar mass   385.7 g/mol
Maximum force   9.2 eV/Å
Frontier orbital gap (spin up / spin down)   5.8 / 6.1 eV
Net charge   +2
E_LUMO (spin up / spin down)   -10.445 / -10.279 eV
Expectation value of S²   9.32
2S+1   6
Energy above the lowest of the compared OMol25 structures with the same formula, charge and spin   55.7 kcal per mole

Element x y z (Å)
O: 5.77739 -2.46428 -3.39104
C: 4.70706 -2.14558 -3.07005
Dy: 1.22696 -0.04514 -0.19204
O: 1.54849 -1.69365 -3.08195
C: 1.51990 -1.12936 -2.07501
C: 2.20424 0.83280 1.57222
O: 2.58536 1.32729 2.54603
C: 2.07662 1.68020 -1.26293
O: 2.40917 2.62721 -1.83477
C: 1.63385 -1.96883 0.77445
O: 1.73095 -2.98987 1.30840
H: 3.43655 -0.41497 -0.38704
C: -3.76804 0.24815 1.88563
N: -2.68493 0.43737 0.96592
C: -2.74149 1.14123 -0.21180
C: -1.48612 1.09968 -0.79618
N: -0.76329 0.36686 0.05821
C: -1.44381 -0.04407 1.14093
H: -4.13453 1.22273 2.25063
H: -4.60847 -0.26337 1.38798
H: -3.45315 -0.35430 2.75194
H: -3.62540 1.64294 -0.59630
H: -1.09936 1.53512 -1.72449
H: -1.04794 -0.64817 1.98124

Forces on atoms 1 to 3 (eV/Å):
-4.34 1.29 1.30
4.37 -1.29 -1.30
-1.51 0.29 -0.10

5.
The following is a DFT calculation (ωB97M-V with the def2-TZVPD basis set) of a structure of composition C9H7InN2O5.

Properties
Molar mass   338.0 g/mol
Maximum force   10.5 eV/Å
Frontier orbital gap   6.4 eV
Net charge   +2
E_LUMO   -9.177 eV
Energy above the lowest of the compared OMol25 structures with the same formula, charge and spin   75.6 kcal per mole

Element x y z (Å)
O: -4.34918 -1.60239 -1.95685
C: -3.36144 -1.24955 -1.48768
In: -1.57316 -0.44605 -0.48908
O: 0.09743 -2.65996 -2.27390
C: -0.53764 -1.90441 -1.67029
C: -2.87927 0.89151 0.55286
O: -2.31467 1.71774 1.25102
C: -1.99778 -1.74685 1.00674
O: -2.22857 -2.44990 1.90091
C: -1.56513 0.96010 -1.94740
O: -1.54397 1.80696 -2.73877
H: -3.94335 0.71162 0.36055
C: 3.80808 0.51352 0.18820
N: 2.38111 0.48026 0.46174
C: 1.77324 0.87814 1.65240
C: 0.45605 0.65262 1.54750
N: 0.29415 0.14299 0.29111
C: 1.42814 0.02832 -0.37329
H: 4.17904 1.54471 0.24868
H: 4.34478 -0.09764 0.92422
H: 4.00446 0.11936 -0.80929
H: 2.29654 1.27024 2.49477
H: -0.35501 0.79677 2.23606
H: 1.58614 -0.35810 -1.37020

Forces on atoms 1 to 3 (eV/Å):
3.68 1.49 1.89
-6.16 -2.73 -3.36
1.01 2.38 2.34

6.
The following is a DFT calculation (ωB97M-V with the def2-TZVPD basis set) of an isolated molecule of C9H7N.

Properties
Molar mass   129.2 g/mol
Maximum force   4.3 eV/Å
Frontier orbital gap (spin up / spin down)   6.0 / 6.0 eV
E_LUMO (spin up / spin down)   -1.146 / -1.147 eV
Energy above the lowest of the compared OMol25 structures with the same formula, charge and spin   178.6 kcal per mole

Element x y z (Å)
C: 1.65753 -0.59123 -0.23508
C: 2.61826 -1.55879 -0.62425
C: -1.60000 -0.43187 -0.47728
C: -1.25886 0.68463 0.20733
C: -0.77127 -1.58595 -0.73600
C: 1.06221 0.43435 0.27904
C: -0.02600 1.21228 0.62804
C: 0.55299 -1.61443 -0.79293
C: 0.01551 2.46354 1.46343
N: 1.55109 -2.50773 -1.03037
H: -2.54010 -0.57510 -0.80700
H: -2.22052 1.35386 0.36011
H: -1.06787 -2.52006 -1.09305
H: 0.41660 3.33854 0.78049
H: -0.99713 2.56314 1.68517
H: 0.78934 2.38898 2.19678
H: 1.81823 -3.05415 -1.80442

Forces on atoms 1 to 3 (eV/Å):
1.31 -0.25 -0.23
-1.56 0.14 0.43
3.10 -0.83 1.27

Copy entry 6 word for word.
The following is a DFT calculation (ωB97M-V with the def2-TZVPD basis set) of an isolated molecule of C9H7N.

Properties
Molar mass   129.2 g/mol
Maximum force   4.3 eV/Å
Frontier orbital gap (spin up / spin down)   6.0 / 6.0 eV
E_LUMO (spin up / spin down)   -1.146 / -1.147 eV
Energy above the lowest of the compared OMol25 structures with the same formula, charge and spin   178.6 kcal per mole

Element x y z (Å)
C: 1.65753 -0.59123 -0.23508
C: 2.61826 -1.55879 -0.62425
C: -1.60000 -0.43187 -0.47728
C: -1.25886 0.68463 0.20733
C: -0.77127 -1.58595 -0.73600
C: 1.06221 0.43435 0.27904
C: -0.02600 1.21228 0.62804
C: 0.55299 -1.61443 -0.79293
C: 0.01551 2.46354 1.46343
N: 1.55109 -2.50773 -1.03037
H: -2.54010 -0.57510 -0.80700
H: -2.22052 1.35386 0.36011
H: -1.06787 -2.52006 -1.09305
H: 0.41660 3.33854 0.78049
H: -0.99713 2.56314 1.68517
H: 0.78934 2.38898 2.19678
H: 1.81823 -3.05415 -1.80442

Forces on atoms 1 to 3 (eV/Å):
1.31 -0.25 -0.23
-1.56 0.14 0.43
3.10 -0.83 1.27